The following is a quantum chemistry calculation of C43H38Cl2GeN4O3PdS as an isolated structure at a distorted geometry, from OMol25.

Output
charge	0
HOMO-LUMO gap (spin up / spin down)	5.48 / 5.48	eV

Geometry (Å):
Pd: 1.411 -1.552 -1.334
Cl: 1.364 -3.065 -6.190
C: 0.396 -3.721 -4.919
C: -0.442 -4.794 -5.186
C: -1.239 -5.312 -4.191
Cl: -2.358 -6.574 -4.580
C: -1.155 -4.836 -2.868
C: -1.893 -5.347 -1.779
C: -1.706 -4.820 -0.527
C: -0.746 -3.811 -0.343
N: -0.051 -3.314 -1.341
C: -0.266 -3.759 -2.597
C: 0.441 -3.086 -3.664
O: 1.038 -1.976 -3.478
H: -0.478 -5.206 -6.183
H: -2.599 -6.146 -1.951
H: -2.276 -5.176 0.317
H: -0.555 -3.399 0.642
O: 2.399 2.240 -1.326
C: 2.782 1.237 -0.737
O: 2.912 0.086 -1.279
C: 3.175 1.300 0.743
C: 2.664 2.549 1.437
Ge: 0.663 2.625 1.710
C: 0.313 4.032 3.071
C: 0.728 5.337 2.846
C: 0.464 6.340 3.761
C: -0.237 6.053 4.920
C: -0.678 4.761 5.147
C: -0.405 3.763 4.227
C: 0.060 0.929 2.575
C: -1.241 0.447 2.499
C: -1.594 -0.735 3.127
C: -0.649 -1.461 3.831
C: 0.647 -0.986 3.926
C: 0.988 0.203 3.308
C: -0.506 3.305 0.247
C: -0.007 3.818 -0.941
C: -0.852 4.389 -1.879
C: -2.212 4.471 -1.634
C: -2.716 3.989 -0.437
C: -1.868 3.424 0.497
H: 4.269 1.256 0.783
H: 2.777 0.394 1.210
H: 2.971 3.427 0.871
H: 3.124 2.629 2.425
H: 1.263 5.562 1.933
H: 0.806 7.347 3.569
H: -0.441 6.835 5.639
H: -1.237 4.534 6.044
H: -0.756 2.756 4.408
H: -1.987 0.998 1.942
H: -2.609 -1.101 3.064
H: -0.919 -2.397 4.300
H: 1.392 -1.550 4.468
H: 1.995 0.584 3.402
H: 1.050 3.754 -1.140
H: -0.442 4.778 -2.802
H: -2.870 4.931 -2.361
H: -3.775 4.056 -0.236
H: -2.263 3.086 1.444
N: 0.206 0.835 -2.662
C: -0.805 0.621 -1.817
S: -0.489 -0.233 -0.393
N: -2.008 1.136 -2.135
C: -3.288 0.981 -1.582
C: -4.298 1.768 -2.136
C: -5.598 1.672 -1.680
C: -5.912 0.806 -0.645
C: -4.915 0.018 -0.095
C: -3.615 0.086 -0.568
H: 1.162 0.614 -2.363
H: 0.119 1.429 -3.472
H: -1.994 1.790 -2.911
H: -4.054 2.467 -2.924
H: -6.369 2.278 -2.133
H: -6.921 0.755 -0.266
H: -5.147 -0.664 0.710
H: -2.857 -0.551 -0.143
N: 3.385 -2.739 -1.875
C: 3.926 -3.421 -0.778
C: 3.917 -4.813 -0.717
C: 4.472 -5.461 0.373
C: 5.037 -4.734 1.407
C: 5.030 -3.348 1.360
C: 4.482 -2.691 0.276
H: 3.262 -3.300 -2.712
H: 3.831 -1.842 -2.073
H: 3.473 -5.381 -1.523
H: 4.477 -6.541 0.408
H: 5.478 -5.245 2.249
H: 5.473 -2.782 2.167
H: 4.473 -1.611 0.228

Cartesian forces (eV/Å) of the 2 atoms listed first:
-0.1597 0.1810 2.0104
0.0546 0.0678 -0.1316

So, what does the Löwdin scheme give us? The charges, in e, come out as: atom 1 (Pd): 0.799, atom 2 (Cl): 0.689, atom 3 (C): -0.609, atom 4 (C): -0.133, atom 5 (C): -0.633, atom 6 (Cl): 0.677, atom 7 (C): -0.178, atom 8 (C): -0.015, atom 9 (C): -0.042, atom 10 (C): -0.131, atom 11 (N): 0.030, atom 12 (C): -0.143, atom 13 (C): -0.440, atom 14 (O): -0.190, atom 15 (H): 0.105, atom 16 (H): 0.091, atom 17 (H): 0.105, atom 18 (H): 0.108, atom 19 (O): 0.017, atom 20 (C): -0.669, atom 21 (O): -0.165, atom 22 (C): -0.189, atom 23 (C): -0.245, atom 24 (Ge): 1.068, atom 25 (C): -0.271, atom 26 (C): -0.112, atom 27 (C): -0.093, atom 28 (C): -0.097, atom 29 (C): -0.092, atom 30 (C): -0.109, atom 31 (C): -0.315, atom 32 (C): -0.186, atom 33 (C): -0.095, atom 34 (C): -0.093, atom 35 (C): -0.081, atom 36 (C): -0.115, atom 37 (C): -0.263, atom 38 (C): -0.113, atom 39 (C): -0.091, atom 40 (C): -0.111, atom 41 (C): -0.098, atom 42 (C): -0.109, atom 43 (H): 0.123, atom 44 (H): 0.088, atom 45 (H): 0.071, atom 46 (H): 0.070, atom 47 (H): 0.100, atom 48 (H): 0.100, atom 49 (H): 0.099, atom 50 (H): 0.099, atom 51 (H): 0.090, atom 52 (H): 0.074, atom 53 (H): 0.101, atom 54 (H): 0.100, atom 55 (H): 0.103, atom 56 (H): 0.096, atom 57 (H): 0.077, atom 58 (H): 0.104, atom 59 (H): 0.103, atom 60 (H): 0.106, atom 61 (H): 0.096, atom 62 (N): 0.142, atom 63 (C): -0.716, atom 64 (S): 0.847, atom 65 (N): 0.102, atom 66 (C): -0.240, atom 67 (C): -0.045, atom 68 (C): -0.080, atom 69 (C): -0.090, atom 70 (C): -0.073, atom 71 (C): -0.048, atom 72 (H): 0.050, atom 73 (H): 0.133, atom 74 (H): 0.146, atom 75 (H): 0.111, atom 76 (H): 0.106, atom 77 (H): 0.101, atom 78 (H): 0.105, atom 79 (H): 0.037, atom 80 (N): 0.073, atom 81 (C): -0.311, atom 82 (C): -0.035, atom 83 (C): -0.089, atom 84 (C): -0.100, atom 85 (C): -0.083, atom 86 (C): -0.033, atom 87 (H): 0.112, atom 88 (H): 0.097, atom 89 (H): 0.111, atom 90 (H): 0.103, atom 91 (H): 0.099, atom 92 (H): 0.104, atom 93 (H): 0.100